[1]
This record from OMol25 describes C33H38KN13O8P2S3 as an isolated structure at a distorted geometry. The level of theory is ωB97M-V/def2-TZVPD.

Computed properties:
* Kohn-Sham gap: 6.5 eV
* HOMO: -2.75 eV
* electronic energy: -5071.6278 Eh
* relative energy (zero: lowest compared OMol25 entry of this formula, charge and spin): 0.00 kcal/mol
* max |F|: 2.17 eV/A

Geometry as ORCA input:
```
! wB97M-V def2-TZVPD RIJCOSX def2/J DEFGRID3
* xyz -2 1
K -0.73857 1.27731 0.42814
C 0.61663 -3.09593 3.22037
C 0.28547 -2.70584 1.81294
N -0.88942 -2.45506 1.38969
N -1.86574 -2.41687 2.39058
C -3.18606 -2.27304 1.94649
N -3.77182 -1.13693 2.36328
S -3.95074 -3.45195 1.08711
C 1.42279 -2.38737 0.89369
C 2.37869 -3.31278 0.49612
C 3.47171 -2.84937 -0.22093
C 3.59012 -1.49159 -0.46245
C 2.59165 -0.64175 -0.00515
N 1.51552 -1.08294 0.64351
H -0.15123 -3.75681 3.62577
H 0.67471 -2.20453 3.85567
H 1.59124 -3.58212 3.26150
H -1.62836 -1.78677 3.14935
H -3.20208 -0.30021 2.42875
H -4.69632 -0.96518 1.99920
H 2.25786 -4.36293 0.73070
H 4.22434 -3.54184 -0.57929
H 4.42301 -1.07984 -1.01723
H 2.64186 0.42243 -0.19834
N -2.80490 3.95940 -0.64399
C -3.58373 2.72918 -1.05702
C -4.81473 3.21167 -1.81010
P -2.52156 1.60338 -2.15528
O -1.28024 2.62006 -2.35998
O -3.27932 1.38090 -3.40460
O -2.08313 0.45988 -1.28028
P -4.07718 1.93123 0.56166
O -4.57128 0.49749 0.01978
O -5.22628 2.69274 1.11908
O -2.82423 1.78473 1.38687
H -2.50811 4.48222 -1.46618
H -1.94445 3.75115 -0.10512
H -3.39598 4.53737 -0.04419
H -4.52461 3.82916 -2.66596
H -5.48369 3.75991 -1.14262
H -5.33981 2.35026 -2.21476
H -0.36745 2.22950 -2.32240
H -3.81522 0.07920 -0.45631
S 1.81786 2.09022 -1.99264
C 2.18013 0.85520 -3.10420
N 3.34146 0.63498 -3.62367
N 3.36533 -0.49569 -4.48693
C 3.00197 -0.40584 -5.80324
C 3.34237 -1.44467 -6.68862
C 2.94814 -1.40318 -8.01180
C 2.20538 -0.33363 -8.50294
C 1.87040 0.69298 -7.62938
C 2.25834 0.67355 -6.29941
N 1.05036 0.05279 -3.53883
N 0.88206 -0.91155 -2.79655
C -0.20720 -1.75018 -3.22273
C -0.40637 -2.03893 -4.56418
C -1.44714 -2.88447 -4.91945
C -2.27623 -3.41831 -3.94029
C -2.06489 -3.11490 -2.60114
C -1.01433 -2.28768 -2.23369
H 4.14339 -1.09707 -4.28312
H 3.90384 -2.29413 -6.31339
H 3.21740 -2.22383 -8.66790
H 1.88385 -0.31058 -9.53637
H 1.28140 1.53120 -7.98387
H 1.97621 1.47345 -5.63009
H 0.24353 -1.59243 -5.30767
H -1.61641 -3.11518 -5.96482
H -3.09627 -4.06882 -4.22200
H -2.71857 -3.50872 -1.83350
H -0.84657 -2.02847 -1.19619
N -2.82058 6.00668 6.49332
C -2.03627 5.46772 5.45506
C -0.76850 5.97884 5.19304
C -0.01275 5.47292 4.14547
C -0.52427 4.45961 3.35571
C -1.79165 3.94145 3.60252
C -2.54330 4.45070 4.64669
S 0.41871 3.79649 2.00883
O -0.50939 3.81842 0.87586
O 1.59387 4.61443 1.85631
N 0.66127 2.26610 2.32107
C 1.47081 1.90789 3.34511
N 2.01747 2.82972 4.17000
C 2.82917 2.39019 5.11662
C 3.12840 1.05280 5.30525
C 2.46494 0.17722 4.45201
N 1.64043 0.56615 3.50177
H -2.27471 6.38956 7.24926
H -3.51203 5.36193 6.84325
H -0.37322 6.77592 5.81441
H 0.98210 5.84372 3.93767
H -2.19770 3.16383 2.96071
H -3.53926 4.06117 4.82837
H 3.25932 3.15051 5.76557
H 3.80964 0.71242 6.07181
H 2.60527 -0.89821 4.55208
*
```

***

[2]
This record from OMol25 describes C33H38N7O3RuS2 as an isolated structure at a distorted geometry. The level of theory is ωB97M-V/def2-TZVPD.

Computed properties:
* Kohn-Sham gap (alpha / beta): 7.8 / 5.7 eV
* HOMO (alpha / beta): -17.43 / -17.31 eV
* electronic energy: -2779.6717 Eh
* expectation value of S²: 6.0225
* max |F|: 1.80 eV/A

Geometry as ORCA input:
```
! wB97M-V def2-TZVPD RIJCOSX def2/J DEFGRID3
* xyz 3 5
Ru 0.22390 0.56960 -0.00030
C -2.53990 -2.75720 1.55340
C -1.63670 -1.91890 0.72640
N -0.54950 -1.34440 1.13210
N -0.13480 -1.43680 2.41570
C 0.90820 -0.72110 2.87620
N 1.14290 -0.68740 4.17450
S 1.94440 0.09650 1.78360
C -1.97490 -1.74250 -0.69400
C -3.10850 -2.32530 -1.27350
C -3.36260 -2.12690 -2.62080
C -2.45980 -1.39010 -3.36800
C -1.34920 -0.85940 -2.72590
N -1.13020 -1.00430 -1.42960
H -2.24630 -2.83440 2.59540
H -2.59030 -3.76790 1.14480
H -3.54530 -2.33590 1.52320
H -0.80620 -1.79160 3.10370
H 0.49940 -1.09220 4.84200
H 1.97940 -0.25270 4.54510
H -3.79060 -2.92320 -0.69330
H -4.24200 -2.54640 -3.08420
H -2.59770 -1.22540 -4.42220
H -0.60460 -0.31720 -3.29350
C 5.12960 1.88990 -4.71400
C 4.60830 0.45680 -4.55990
C 3.95850 0.00050 -5.89350
C 5.78540 -0.47740 -4.27880
C 3.53720 0.39710 -3.50170
C 3.56400 -0.52870 -2.45410
C 2.58830 -0.50240 -1.47840
N 1.56730 0.35580 -1.49400
C 1.46980 1.22420 -2.53320
C 2.43760 1.26370 -3.52560
C 0.22400 2.00970 -2.54940
C -0.20530 2.82050 -3.59570
C -1.47390 3.40790 -3.56280
C -2.26590 3.12320 -2.44360
C -1.78170 2.32340 -1.43150
N -0.56210 1.79560 -1.47970
C -2.00740 4.31290 -4.64540
C -2.25820 5.69450 -4.00990
C -1.04830 4.50440 -5.82340
C -3.32070 3.73540 -5.19540
H 5.91850 1.90730 -5.46160
H 5.54870 2.23900 -3.77150
H 4.35760 2.58940 -5.02570
H 4.70860 0.04780 -6.67850
H 3.12740 0.64300 -6.17120
H 3.60730 -1.02520 -5.81090
H 6.52880 -0.36830 -5.06520
H 5.48410 -1.52290 -4.25640
H 6.27220 -0.22120 -3.33820
H 4.34900 -1.26110 -2.37770
H 2.62080 -1.21170 -0.65700
H 2.33900 1.97660 -4.32710
H 0.44190 2.98410 -4.43960
H -3.26110 3.52650 -2.34400
H -2.38980 2.08120 -0.56420
H -1.34980 6.08730 -3.55850
H -3.03130 5.64950 -3.24680
H -2.58210 6.38780 -4.78080
H -0.11590 4.96550 -5.50450
H -1.51090 5.17100 -6.54860
H -0.85680 3.55820 -6.32670
H -4.09040 3.66480 -4.43070
H -3.16240 2.74450 -5.61660
H -3.68990 4.38520 -5.98450
O 0.51760 2.96340 0.88610
C -0.43950 2.63340 1.59070
N -0.91710 1.37540 1.47270
S -2.28780 1.13240 2.43250
O -3.34260 0.86360 1.50460
O -1.96710 0.09850 3.37750
C -2.23580 2.75980 3.15010
C -3.02150 3.30140 4.13320
C -2.71670 4.59750 4.55520
C -1.65820 5.30150 3.99190
C -0.86410 4.73680 3.00120
C -1.15850 3.44180 2.58430
H -3.83210 2.73880 4.56760
H -3.30630 5.04450 5.34180
H -1.44390 6.30140 4.33790
H -0.02990 5.26890 2.56820
*
```

***

[3]
This record from OMol25 describes C33H39BCl5N6S3V as an isolated structure. The level of theory is ωB97M-V/def2-TZVPD.

Computed properties:
* Kohn-Sham gap (alpha / beta): 6.7 / 6.7 eV
* HOMO (alpha / beta): -13.77 / -13.76 eV
* electronic energy: -6073.3695 Eh
* relative energy (zero: lowest compared OMol25 entry of this formula, charge and spin): 5.96 kcal/mol
* max |F|: 0.93 eV/A

Geometry as ORCA input:
```
! wB97M-V def2-TZVPD RIJCOSX def2/J DEFGRID3
* xyz 2 1
V -0.32757 2.20021 -2.27273
C -1.64688 -2.45412 -4.18349
C -1.50520 -2.12828 -2.73425
C -1.95582 -2.94111 -1.72582
C -1.82136 -2.55670 -0.37286
N -1.28132 -1.40097 -0.06209
N -0.84249 -0.61390 -1.03049
B -0.21544 0.71810 -0.64896
N 1.31247 0.70248 -0.69754
N 1.88692 -0.48349 -0.49759
C 3.19036 -0.55326 -0.40486
C 3.99068 0.59617 -0.63403
C 3.41315 1.81860 -0.83963
C 4.18807 3.07207 -1.08014
C 1.99463 1.86239 -0.80284
S 1.09755 3.32990 -0.85074
C 3.80858 -1.87789 -0.01334
C 4.81342 -2.33751 -1.07743
C 2.73436 -2.95026 0.18068
C 4.54118 -1.64660 1.32171
N -0.72804 1.24695 0.69483
N -0.24169 0.71761 1.80812
C -0.71129 1.14572 2.95663
C -1.69430 2.16603 2.99534
C -2.18381 2.72079 1.84202
C -3.18781 3.82406 1.79315
C -1.65259 2.20081 0.64163
S -2.10589 2.71031 -0.94566
C -0.15809 0.53668 4.23233
C 0.84883 -0.57219 3.91780
C -1.32655 -0.04655 5.04136
C 0.53496 1.64424 5.04131
C -0.92143 -0.90742 -2.33414
S -0.32618 0.25901 -3.45518
C -2.24594 -3.43273 0.79193
C -3.09443 -4.61778 0.33410
C -0.95416 -3.95392 1.44908
C -3.03382 -2.58915 1.80435
H -2.16163 -3.40137 -4.32258
H -2.20879 -1.66751 -4.69100
H -0.66748 -2.51055 -4.66260
H -2.44169 -3.87402 -1.97605
H 5.06935 0.50944 -0.65945
H 5.25027 2.86516 -1.18467
H 3.83543 3.57035 -1.98444
H 4.04732 3.76907 -0.25150
H 4.32106 -2.51640 -2.03470
H 5.61584 -1.61375 -1.22914
H 5.26869 -3.27260 -0.75288
H 2.19576 -3.13624 -0.74963
H 3.20647 -3.87964 0.49810
H 2.01654 -2.64659 0.94314
H 5.36706 -0.94098 1.21744
H 3.85969 -1.27367 2.08927
H 4.95270 -2.59372 1.67004
H -2.04621 2.52400 3.95436
H -3.49741 4.12059 2.79184
H -2.76847 4.69182 1.28002
H -4.06371 3.51383 1.22016
H 0.37736 -1.36293 3.33374
H 1.69143 -0.17979 3.34791
H 1.22427 -1.00190 4.84620
H -1.85622 -0.80827 4.46655
H -0.94163 -0.51419 5.94734
H -2.03948 0.72226 5.34267
H 1.36600 2.07398 4.47886
H -0.15388 2.44744 5.30775
H 0.92959 1.22238 5.96534
H -2.52710 -5.29979 -0.30217
H -3.41465 -5.18328 1.20813
H -3.99224 -4.29467 -0.19708
H -0.34922 -4.51560 0.73391
H -0.36045 -3.12353 1.83047
H -1.20527 -4.61669 2.27756
H -3.97602 -2.24410 1.37364
H -3.26055 -3.19208 2.68372
H -2.44956 -1.72231 2.11186
Cl 1.26221 3.18346 -4.01325
C -0.33893 3.66034 -4.47951
C -1.33901 3.02803 -3.75514
C -2.65171 3.18562 -4.21556
Cl -3.91207 2.19734 -3.60677
C -2.93190 4.06044 -5.26629
Cl -4.53998 4.26055 -5.80270
C -1.89284 4.75351 -5.90299
Cl -2.23501 5.81974 -7.18231
C -0.56386 4.52766 -5.52988
Cl 0.73688 5.27088 -6.35029
*
```

***

Which of these has the highest electronic energy? C33H38N7O3RuS2

***

Which formula does entry 3 have? C33H39BCl5N6S3V